Entry 1:
Density functional theory data (ωB97M-V/def2-TZVPD) for a molecular structure, C4H3NaO6.

XYZ file:
```
14
Properties=species:S:1:pos:R:3:nbo_charge:R:1
O -2.771 1.469 0.242 -0.8325
Na -5.324 1.457 1.085 0.9720
H 0.605 -1.620 -0.204 0.1277
O -1.577 -0.441 0.066 -0.5342
C 0.737 -0.547 -0.461 0.4289
H -0.022 0.923 0.531 0.2073
C -2.728 0.227 0.373 0.9582
H -0.678 0.886 -1.257 0.2251
C -0.480 0.319 -0.335 -0.1701
O -3.689 -0.484 0.735 -0.8230
O 1.775 -0.133 -0.958 -0.5568
O 4.303 -1.298 0.942 -0.5218
O 5.259 -0.106 -0.772 -0.5124
C 4.590 -0.651 0.013 1.0314
```

The net charge is 0. The calculation puts the energy relative to the best compared isomer or geometry (same formula, charge and spin) at 0.00 kJ/mol.



Entry 2:
Density functional theory data (ωB97M-V/def2-TZVPD) for a molecular structure, C4H3O2Rb.

XYZ file:
```
10
Properties=species:S:1:pos:R:3:nbo_charge:R:1
C 0.820 -0.217 -1.160 0.5753
H 0.762 -2.203 -0.751 0.3315
H -0.544 1.084 0.141 0.4654
Rb -3.828 2.839 2.997 0.9994
C 0.834 -1.218 -0.257 -0.3036
C -0.505 -0.233 1.596 0.4715
O 1.158 0.170 -2.275 -0.4707
O -0.978 0.909 1.271 -0.6145
H 2.069 -0.060 -2.565 0.5555
C 0.210 -1.071 1.002 -0.0098
```

The net charge is +2. The calculation puts the energy relative to the best compared isomer or geometry (same formula, charge and spin) at 76.79 kJ/mol.



Entry 3:
Density functional theory data (ωB97M-V/def2-TZVPD) for a gas-phase ion, C4H3O2S (charge -1).

XYZ file:
```
10
Properties=species:S:1:pos:R:3:nbo_charge:R:1
H 2.490 0.146 0.105 0.1767
O -0.753 1.356 1.038 -0.7346
O -1.878 1.402 -0.875 -0.7231
C 1.421 0.245 -0.025 -0.2780
C -1.205 0.870 -0.006 0.6873
S -1.808 -1.894 -0.186 -0.1480
H 0.978 1.080 -0.600 0.2178
C 0.602 -0.837 0.182 -0.2901
H 0.886 -1.780 0.561 0.2074
C -0.732 -0.588 -0.195 -0.1155
```

The net charge is -1. As for the structure (SMILES): C=CC(=S)C(=O)[O-]. The calculation puts the energy relative to the best compared isomer or geometry (same formula, charge and spin) at 38.22 kJ/mol.



Entry 4:
Density functional theory data (ωB97M-V/def2-TZVPD) for C4H3OP in the gas phase.

XYZ file:
```
9
Properties=species:S:1:pos:R:3:nbo_charge:R:1
O -0.672 0.427 0.958 -0.8493
H -1.511 -0.351 -0.889 0.1915
C 1.984 0.251 -1.618 -0.1376
C -2.019 1.043 0.496 -0.1004
C -2.122 0.487 -0.617 -0.0609
H 2.699 0.100 -2.390 0.2331
P 0.624 1.076 0.716 1.0115
H -2.215 2.092 0.672 0.2319
C 1.344 0.196 -0.596 -0.5199
```

The net charge is 0. The calculation puts the energy relative to the best compared isomer or geometry (same formula, charge and spin) at 584.15 kJ/mol.



Entry 5:
Density functional theory data (ωB97M-V/def2-TZVPD) for 2 unconnected molecules or ions with the total composition C4H3OP.

XYZ file:
```
9
Properties=species:S:1:pos:R:3:nbo_charge:R:1
O -0.425 -1.148 -3.399 -0.9443
C 1.250 -1.032 -0.179 -0.0904
H 1.964 -1.523 0.373 0.2244
H 0.546 1.140 2.785 0.2363
P -0.929 -0.558 -2.161 1.3284
H -1.437 1.648 0.305 0.2267
C -0.193 1.219 1.993 -0.2097
C -1.038 1.194 1.156 -0.2555
C 0.262 -0.941 -0.873 -0.5158
```

The net charge is 0. As for the structure (SMILES): C#CP=O.C#C. The calculation puts the energy relative to the best compared isomer or geometry (same formula, charge and spin) at 321.54 kJ/mol.



Entry 6:
Density functional theory data (ωB97M-V/def2-TZVPD) for 2 unconnected molecules or ions with the total composition C4H4.

XYZ file:
```
8
Properties=species:S:1:pos:R:3:lowdin_spin:R:1
C 1.371 -0.188 -0.880 0.9103
H 2.160 -2.310 -0.868 0.0630
H 1.488 0.894 -0.841 0.0733
H -0.688 1.028 -0.338 0.0152
C 1.948 -1.254 -1.066 0.8942
C -1.206 0.826 0.560 0.0243
H -2.904 0.312 2.081 0.0013
C -2.169 0.691 1.352 0.0184
```

The net charge is 0. Its spin multiplicity is 3. The calculation puts the energy relative to the best compared isomer or geometry (same formula, charge and spin) at 354.33 kJ/mol.